Record 1
Molecular formula: C3H4O2S2
Method: DFT, the ωB97M-V functional and the def2-TZVPD basis

Structure (XYZ):
```
11
Properties=species:S:1:pos:R:3
O 2.64858 -1.29344 -0.38367
C 1.97030 -0.45770 -0.01412
C 1.15542 0.56899 0.22754
O 1.10393 1.50362 1.24603
S 0.18027 0.92162 -1.24129
C -1.24955 -0.14390 -0.82198
S -1.79441 -0.35957 0.94306
H 0.22362 1.45855 1.64950
H -0.94947 -1.05029 -1.23617
H -1.94356 0.43960 -1.45249
H -1.34513 -1.58749 1.08359
```

Results
Strongest force on any atom (eV/A): 3.52
Energy relative to the best compared isomer or geometry (same formula, charge and spin) (kcal per mole): 46.3
HOMO energy (eV): -8.78
Lowest unoccupied orbital energy (eV): 0.32

Record 2
Molecular formula: C23H43FInN3P
Method: DFT, the ωB97M-V functional and the def2-TZVPD basis

Structure (XYZ):
```
72
Properties=species:S:1:pos:R:3
C 8.57224 -2.12856 -0.47245
C 7.06166 -2.42044 -0.06353
P 5.83388 -2.24414 -1.50234
C 6.73337 -1.84134 -3.12650
In 4.33535 -0.26933 -0.79442
N 5.16091 1.45035 -1.74758
F 2.45043 -0.69853 -1.61584
C 4.37912 -0.24136 1.44656
C 3.39701 0.79871 2.13636
C 2.20822 1.29239 1.22803
C 2.52575 2.69104 0.57733
C 1.47017 3.20293 -0.48498
C 0.02158 2.59763 -0.35831
C -0.71733 2.88984 -1.75488
C -2.01629 1.98151 -1.88077
C -1.75151 0.57244 -2.54513
C -2.85518 0.15296 -3.60466
C -4.25812 -0.15254 -2.92451
C -4.32033 -1.59200 -2.26173
N -4.96766 -1.59603 -0.93197
C -5.90278 -0.68721 -0.45899
C -6.38495 -0.94188 0.88832
C -5.62659 -2.25178 1.24042
C -4.79850 -2.54469 0.07308
H 9.09788 -1.74183 0.44405
H 9.03913 -3.11574 -0.75193
H 8.69416 -1.36357 -1.27957
H 6.80379 -1.68425 0.75377
H 6.97472 -3.46281 0.34519
H 7.62584 -2.51967 -3.20421
H 7.09585 -0.77535 -3.12121
H 6.06110 -2.08444 -3.98914
H 5.42848 1.12704 -2.68952
H 4.42533 2.14665 -1.94179
H 4.18333 -1.27288 1.85499
H 5.43148 0.05831 1.74610
H 2.92293 0.26032 3.01764
H 3.98644 1.64388 2.60738
H 1.84648 0.51327 0.49303
H 1.32344 1.46114 1.92414
H 3.50745 2.56816 0.02032
H 2.73306 3.45197 1.37907
H 1.36269 4.32081 -0.31907
H 1.86731 3.09474 -1.53100
H -0.59393 3.16020 0.40782
H -0.02188 1.48685 -0.23421
H 0.00354 2.50297 -2.53926
H -0.92751 3.97787 -1.91698
H -2.72476 2.54430 -2.56438
H -2.42949 1.84663 -0.84615
H -1.64796 -0.24653 -1.76936
H -0.77239 0.60579 -3.10034
H -2.92619 0.97094 -4.37466
H -2.49805 -0.77401 -4.13043
H -4.44808 0.69017 -2.20936
H -5.04150 -0.11736 -3.72904
H -4.86100 -2.25916 -2.99026
H -3.26317 -1.98498 -2.20261
H -6.21865 0.17197 -1.10086
H -7.11258 -0.37341 1.50298
H -5.73648 -2.81844 2.18965
H -4.13299 -3.43563 0.05118
N -5.47285 -0.30441 4.19309
C -4.42920 -0.70655 4.98029
C -4.93311 -1.05333 6.20837
C -6.33648 -0.85813 6.15851
C -6.63955 -0.39800 4.90214
H -5.39256 0.00939 3.23927
H -3.42026 -0.71026 4.59993
H -4.35733 -1.40910 7.04857
H -7.04457 -1.03503 6.95331
H -7.58236 -0.12848 4.45303
```

Results
Net charge: -1
Strongest force on any atom (eV/A): 4.91
HOMO energy (eV): -3.57
Lowest unoccupied orbital energy (eV): 2.34

Record 3
Molecular formula: H34O17
Method: DFT, the ωB97M-V functional and the def2-TZVPD basis

Structure (XYZ):
```
51
Properties=species:S:1:pos:R:3
O 3.39876 -1.37867 -0.52632
H 3.01537 -0.58235 -0.08750
H 3.26158 -1.24467 -1.46216
O -1.54731 -2.60849 0.54209
H -2.01106 -2.54383 1.38309
H -1.01135 -1.84808 0.35023
O 0.79024 0.34832 2.29634
H 1.56731 0.28887 2.88274
H 0.12021 0.46686 3.02272
O -0.26560 -0.43192 -0.06708
H 0.20076 -0.05591 0.68702
H 0.30271 -0.29482 -0.82349
O -3.22124 -1.31108 -1.84030
H -2.83879 -1.35859 -0.98375
H -3.61213 -0.42888 -1.81844
O -0.17445 -1.07612 -2.92607
H -0.75542 -0.38883 -2.63398
H -0.72652 -1.91060 -3.01264
O 1.37584 -3.41811 -0.79960
H 2.00494 -2.83757 -0.37654
H 0.87305 -2.94354 -1.46594
O 1.40830 -2.72660 2.09122
H 0.80079 -2.75947 1.39552
H 0.84988 -2.46103 2.80605
O -2.39288 -0.47560 2.77283
H -2.55422 -0.32910 1.81143
H -3.26461 -0.75742 3.04374
O -1.55042 1.30750 -2.45577
H -2.43099 1.30377 -2.87454
H -1.10204 2.11905 -2.51312
O -3.08562 0.46017 0.52499
H -3.82164 0.44095 -0.12132
H -2.49822 1.18320 0.23103
O 1.27569 1.89168 -2.23247
H 1.93983 1.62892 -1.55684
H 1.34899 2.82755 -2.15414
O 1.64005 2.92128 2.22410
H 1.98598 3.03515 3.11949
H 1.07952 2.10638 2.27981
O -1.39620 1.98307 2.80479
H -1.89003 1.16387 2.80128
H -1.31943 2.10843 1.80033
O 2.70285 1.26135 0.00709
H 2.20722 1.40291 0.82601
H 3.56863 1.69044 0.08773
O 2.49910 -1.32114 -2.93101
H 2.83373 -0.50131 -3.31235
H 1.56715 -1.09988 -2.77989
O -0.66744 2.43798 0.24862
H -0.38037 1.61585 -0.16674
H -0.10049 3.10008 -0.11830
```

Results
Strongest force on any atom (eV/A): 2.85
Energy relative to the best compared isomer or geometry (same formula, charge and spin) (kcal per mole): 41.0
HOMO energy (eV): -10.03
Lowest unoccupied orbital energy (eV): -0.48

Record 4
Molecular formula: C22H25AgI2N3OSi
Method: DFT, the ωB97M-V functional and the def2-TZVPD basis

Structure (XYZ):
```
55
Properties=species:S:1:pos:R:3
Ag 0.87213 0.37873 0.61656
I -3.74587 5.91991 -2.41223
C -2.21820 4.77700 -1.55427
C -1.56871 5.23763 -0.42115
C -0.55206 4.47172 0.12147
I 0.42316 5.14102 1.84275
C -0.12829 3.23170 -0.41908
O 0.85835 2.56909 0.07830
C -0.85090 2.79120 -1.57084
C -0.53130 1.43988 -2.14511
N 0.88390 1.31101 -2.50409
C 1.29151 -0.07203 -2.68504
C 2.65690 -0.33359 -2.10383
C 3.65397 -0.98036 -2.82511
C 4.87627 -1.22167 -2.22318
C 5.07912 -0.79841 -0.91950
C 4.03571 -0.15846 -0.27339
N 2.85306 0.06277 -0.84318
C -1.86041 3.56028 -2.11966
H -1.84589 6.17767 0.03514
H -1.15148 1.26341 -3.02893
H -0.81402 0.66876 -1.40625
H 1.41010 1.72216 -1.73768
H 1.29818 -0.35240 -3.74320
H 0.59395 -0.76270 -2.18065
H 3.46271 -1.28256 -3.84643
H 5.66455 -1.72732 -2.76702
H 6.01894 -0.95985 -0.40992
H 4.14222 0.18607 0.74878
H -2.37857 3.19836 -2.99994
C -1.15922 -3.20715 -0.48867
Si -0.16717 -2.72709 1.04872
C -0.58127 -4.00583 2.37568
C 1.64564 -2.98350 0.63539
N -0.40064 -1.11275 1.52459
C -1.52615 -0.60274 2.12920
C -2.70169 -1.36154 2.33587
C -3.82492 -0.82822 2.95047
C -3.84713 0.48885 3.38727
C -2.70604 1.26082 3.18654
C -1.58080 0.73397 2.58080
H -1.40300 -4.27407 -0.49789
H -0.60538 -2.98466 -1.40586
H -2.09621 -2.64484 -0.52593
H 0.01520 -4.90856 2.20966
H -1.63353 -4.29669 2.35652
H -0.35853 -3.62944 3.37730
H 1.82906 -4.00390 0.28386
H 2.26538 -2.80898 1.52004
H 1.97582 -2.29456 -0.14465
H -2.73524 -2.38736 1.98827
H -4.70170 -1.45455 3.07797
H -4.72862 0.90671 3.85633
H -2.69048 2.29830 3.50126
H -0.71243 1.36877 2.43396
```

Results
Net charge: -1
Strongest force on any atom (eV/A): 0.32
HOMO energy (eV): -4.12
Lowest unoccupied orbital energy (eV): 2.42

Record 5
Molecular formula: C4H3GdLiO6
Method: DFT, the ωB97M-V functional and the def2-TZVPD basis

Structure (XYZ):
```
15
Properties=species:S:1:pos:R:3
O 3.77020 -1.00939 0.64409
C 2.79036 -0.22997 0.34635
O 3.06996 0.97698 0.02298
O 1.59528 -0.69010 0.37620
C 0.49333 0.07211 0.99959
O -1.67227 0.59847 0.17957
C -2.74752 0.41332 -0.59913
C -0.73147 -0.46380 0.34150
O -2.97150 -0.70081 -1.13580
O -3.51964 1.40007 -0.72269
Gd 5.67412 0.59214 0.31745
Li -4.58938 0.19626 -1.83911
H 0.64554 1.13168 0.73791
H -0.57874 -0.94089 -0.64475
H -1.22829 -1.34605 0.97583
```

Results
Net charge: +1
2S+1: 8
Strongest force on any atom (eV/A): 3.76
Energy relative to the best compared isomer or geometry (same formula, charge and spin) (kcal per mole): 0.0
HOMO energy (spin up / spin down) (eV): -11.68 / -11.73
Lowest unoccupied orbital energy (spin up / spin down) (eV): -6.05 / -4.33
<S²>: 16.7887